16
Properties=species:S:1:pos:R:3 method="wB97M-V/def2-TZVPD" total_energy_ha=-702.24255 orbital_gap_ha="0.2933 / 0.2910" charge=+1 homo_energy_ev="-12.56 / -12.19" spin_multiplicity=1
C -0.54 0.35 -1.32
C 0.26 0.83 -0.10
C 0.23 -1.54 0.52
N -1.39 -0.66 -0.84
N 1.05 -0.34 0.34
O -2.47 0.83 0.85
S -2.74 -0.54 -0.11
H -1.09 1.15 -1.78
H 0.22 0.03 -2.01
H 0.92 1.57 -0.37
H -0.50 1.11 0.59
H -0.48 -1.63 1.27
H 0.58 -2.37 0.04
H 1.65 -0.58 -0.52
H 1.67 -0.11 1.19
H -3.30 0.92 1.31